[1]
# C50H44F3NO2P3Sc

A molecular structure, C50H44F3NO2P3Sc (ωB97M-V/def2-TZVPD, the OMol25 dataset).

Geometry as XYZ:
```
104
Properties=species:S:1:pos:R:3:forces:R:3:lowdin_charge:R:1
Sc -0.12658 0.03010 -0.37601 -0.36 0.11 -0.21 0.838
O -0.72502 -1.31385 1.09548 0.50 0.08 -0.35 -0.442
P -1.98453 -1.24111 1.95517 -0.66 0.04 0.60 0.811
C -3.46027 -1.67183 0.96111 0.41 0.32 -0.12 -0.237
P -3.40507 -0.80402 -0.67426 -0.42 -0.63 0.05 0.849
O -2.18546 0.10045 -0.69854 0.54 0.25 -0.01 -0.435
C -3.19936 -2.18835 -1.83110 -0.13 0.20 0.21 -0.259
C -4.22406 -2.77030 -2.57186 -0.05 0.19 -0.09 -0.055
C -4.00411 -3.95946 -3.25219 -0.04 -0.05 -0.06 -0.044
C -2.77242 -4.58929 -3.18599 0.02 0.02 0.01 -0.041
C -1.73863 -4.00683 -2.46428 0.02 0.00 -0.01 -0.051
C -1.95087 -2.81554 -1.79454 -0.13 -0.01 -0.03 -0.090
C -4.87774 0.20388 -0.83338 0.26 -0.13 -0.07 -0.276
C -4.71900 1.54618 -0.47965 0.09 0.00 -0.06 -0.079
C -5.80480 2.40350 -0.52589 -0.06 0.03 0.00 -0.049
C -7.04509 1.93187 -0.93503 0.07 0.00 0.01 -0.042
C -7.20455 0.59630 -1.27841 -0.07 -0.01 -0.01 -0.050
C -6.12868 -0.27391 -1.22098 -0.08 -0.06 0.12 -0.068
C -2.20687 0.40811 2.62449 0.11 -0.27 0.01 -0.289
C -1.04652 1.02659 3.09575 -0.05 -0.05 0.03 -0.077
C -1.12883 2.25640 3.72497 -0.01 0.02 0.00 -0.042
C -2.36615 2.86104 3.90148 0.02 -0.01 -0.02 -0.040
C -3.52191 2.24289 3.44279 -0.05 0.03 0.01 -0.052
C -3.44796 1.01410 2.80716 -0.05 -0.02 -0.12 -0.082
C -1.87128 -2.38980 3.31884 0.06 0.11 -0.20 -0.284
C -2.81260 -2.33269 4.34577 -0.03 0.02 -0.01 -0.064
C -2.70718 -3.20404 5.41520 -0.03 -0.01 0.03 -0.051
C -1.66092 -4.11728 5.46569 0.02 -0.01 -0.03 -0.044
C -0.71826 -4.16498 4.44830 0.02 -0.03 0.03 -0.053
C -0.82172 -3.30322 3.36806 0.00 0.01 -0.11 -0.063
H -4.36941 -1.43260 1.51471 0.01 0.04 -0.02 0.079
H -3.44161 -2.74987 0.79789 0.02 -0.02 0.01 0.089
H -5.19038 -2.29505 -2.65102 0.05 -0.06 -0.03 0.088
H -4.80375 -4.39831 -3.83361 -0.01 0.01 0.02 0.121
H -2.61546 -5.53297 -3.69057 0.00 0.02 -0.03 0.121
H -0.77296 -4.49184 -2.41013 0.00 0.01 -0.01 0.105
H -1.14332 -2.39479 -1.21476 0.16 0.01 0.13 0.059
H -3.74488 1.91102 -0.17936 -0.04 0.03 -0.01 0.105
H -5.68292 3.44133 -0.24616 0.01 0.00 -0.02 0.117
H -7.88909 2.60646 -0.98525 -0.01 -0.01 0.01 0.120
H -8.17340 0.23011 -1.58998 0.01 -0.01 0.01 0.119
H -6.28472 -1.31679 -1.45619 -0.04 0.05 0.05 0.094
H -0.08676 0.53881 2.97931 0.05 0.07 -0.01 0.105
H -0.22941 2.73652 4.08594 0.00 0.00 0.00 0.115
H -2.43268 3.81577 4.40605 0.00 0.00 -0.01 0.119
H -4.48305 2.71779 3.58728 0.00 -0.01 0.00 0.117
H -4.35926 0.54305 2.45629 0.02 0.03 0.02 0.103
H -3.61402 -1.60246 4.31854 0.00 -0.01 0.03 0.112
H -3.43248 -3.16736 6.21667 0.00 0.01 -0.01 0.118
H -1.57913 -4.79452 6.30529 0.00 0.02 0.01 0.119
H 0.10064 -4.86971 4.50114 -0.02 -0.01 -0.02 0.116
H -0.09631 -3.33215 2.56432 0.03 -0.01 0.04 0.102
C 2.20186 -3.24561 -1.83083 -0.47 0.12 -0.05 -0.224
P 1.96349 -1.47402 -1.42723 0.95 -0.12 0.19 0.985
C 3.19459 -1.29877 -0.08236 -0.20 -0.04 0.01 -0.379
C 2.73991 -1.41272 1.23153 0.01 0.01 -0.15 -0.115
C 3.63668 -1.37003 2.28751 -0.03 -0.01 0.06 -0.059
C 4.99104 -1.20757 2.03661 0.02 0.00 0.05 -0.056
C 5.45056 -1.10190 0.73149 0.01 0.05 -0.06 -0.059
C 4.55731 -1.14950 -0.32845 -0.02 0.00 -0.01 -0.080
C 2.74510 -0.60462 -2.82601 -0.18 0.11 0.10 -0.399
C 2.98635 -1.20550 -4.05614 -0.01 -0.01 0.06 -0.078
C 3.58545 -0.47772 -5.07786 0.02 0.00 -0.08 -0.061
C 3.94229 0.84672 -4.87956 -0.01 -0.03 -0.02 -0.067
C 3.69116 1.45594 -3.65436 -0.01 0.05 0.02 -0.068
C 3.08762 0.73745 -2.63680 0.01 -0.06 0.03 -0.126
H 1.57434 -3.55199 -2.66815 0.02 -0.04 0.01 0.035
H 1.94356 -3.83773 -0.95338 0.00 0.00 -0.01 0.055
H 3.25007 -3.40891 -2.07511 0.02 0.01 0.00 0.065
H 1.67925 -1.54479 1.42554 0.05 0.01 0.08 0.067
H 3.28069 -1.46489 3.30534 0.00 0.02 -0.01 0.112
H 5.69351 -1.16738 2.85868 -0.01 0.00 0.00 0.116
H 6.50851 -0.97917 0.53894 -0.01 -0.02 -0.01 0.116
H 4.92264 -1.07459 -1.34478 0.02 0.03 -0.02 0.114
H 2.72693 -2.24154 -4.23088 0.01 0.00 0.01 0.100
H 3.78693 -0.95637 -6.02724 -0.01 0.01 0.00 0.114
H 4.42330 1.40060 -5.67507 0.00 0.01 0.01 0.115
H 3.97600 2.48786 -3.48997 0.00 -0.01 0.00 0.116
H 2.88958 1.21070 -1.67975 0.01 0.03 -0.02 0.083
C -1.03268 1.87006 -5.68954 0.02 -0.04 0.11 -0.063
C 0.02128 2.27996 -4.64484 -0.12 0.17 -0.56 -0.175
C -0.04776 1.44007 -3.47479 0.02 -0.19 0.27 -0.115
N -0.12330 0.76423 -2.55271 -0.03 0.06 0.33 0.150
H -1.03011 2.58793 -6.50557 0.04 -0.01 -0.01 0.087
H -2.02854 1.85198 -5.24946 0.00 0.03 -0.02 0.083
H -0.81031 0.88240 -6.08929 -0.01 0.01 -0.02 0.085
H -0.12816 3.31354 -4.32614 0.04 -0.03 0.07 0.138
H 1.02874 2.20020 -5.05880 0.03 0.01 0.09 0.122
F 6.30993 6.24854 3.30059 0.06 -0.07 -0.04 0.151
C 6.59159 5.07002 2.72957 0.11 0.00 0.04 -0.585
F 7.45915 5.29126 1.72682 -0.06 0.01 0.12 0.147
F 7.22864 4.31585 3.64763 -0.04 0.10 -0.08 0.150
C 5.35354 4.37260 2.23635 -0.07 -0.01 -0.06 -0.106
C 5.47983 3.38470 1.26815 0.02 0.01 0.01 0.009
C 4.35912 2.70199 0.83840 0.00 0.04 0.05 -0.010
C 3.10218 3.00721 1.37082 0.19 -0.05 -0.04 -0.241
C 2.98577 4.01342 2.32896 -0.07 0.00 -0.01 -0.007
C 4.11109 4.69244 2.76284 0.06 0.02 -0.01 0.011
C 1.96932 2.26346 0.91401 -0.16 0.06 0.00 -0.114
C 1.02282 1.60970 0.50697 -0.30 -0.37 -0.25 -0.098
H 6.45285 3.16176 0.85049 -0.01 -0.02 0.01 0.130
H 4.44734 1.92739 0.08912 0.01 -0.06 0.00 0.102
H 2.01166 4.26965 2.72336 0.00 -0.02 0.00 0.116
H 4.02812 5.47834 3.50082 -0.03 -0.02 0.00 0.128
```
Forces are in eV/Å.

Calculated values
Charge: +2
Orbital gap, eV: 8.01
Largest force on an atom, eV/Å: 0.97
HOMO energy, Ha: -0.471

[2]
# C7H5N5

C7H5N5 in the gas phase (ωB97M-V/def2-TZVPD, the OMol25 dataset).

Geometry as XYZ:
```
17
Properties=species:S:1:pos:R:3:forces:R:3:lowdin_charge:R:1
C 2.19570 -1.02706 -0.41438 -1.15 0.03 0.40 -0.090
C 0.98870 -0.66586 0.14162 0.60 -0.48 -0.19 -0.187
C -1.01657 1.89001 0.79576 0.27 -0.21 0.00 -0.181
C -2.06480 0.70620 -1.14507 0.33 0.96 0.09 -0.165
C 0.29044 1.62352 0.88941 -0.66 -0.26 0.19 0.071
C -1.92259 -0.60919 -0.76322 1.29 -0.64 1.41 -0.005
C -0.10911 -1.58378 0.58532 0.81 0.32 0.27 -0.133
N 2.93373 0.08627 -0.61418 0.39 0.04 -0.15 0.012
N 2.27839 1.09762 -0.21754 0.46 1.27 -0.03 0.036
N -1.78253 1.65623 -0.29711 -0.91 0.79 -1.13 0.059
N -1.38733 -1.36524 0.00561 -1.56 -0.31 -0.65 0.101
N 1.07629 0.71070 0.26602 0.14 -1.13 -0.26 -0.088
H 2.56013 -2.00270 -0.66430 0.02 -0.20 -0.10 0.103
H -1.46562 2.60164 1.47521 0.04 -0.10 0.32 0.101
H -2.51974 0.98739 -2.08109 -0.09 -0.10 -0.15 0.100
H 0.21365 -2.60701 0.37135 -0.09 0.13 0.11 0.129
H -0.26873 -1.49875 1.66659 0.10 -0.11 -0.11 0.136
```
Forces are in eV/Å.

Calculated values
Energy relative to the best compared isomer or geometry (same formula, charge and spin), eV: 7.306
Orbital gap (alpha / beta), eV: 6.59 / 7.71
Largest force on an atom, eV/Å: 2.02
HOMO energy (alpha / beta), Ha: -0.288 / -0.318

[3]
# C39H55N7O4

9 unconnected molecules or ions with the total composition C39H55N7O4 (ωB97M-V/def2-TZVPD, the OMol25 dataset).

Geometry as XYZ:
```
105
Properties=species:S:1:pos:R:3:forces:R:3:lowdin_charge:R:1
C 0.38455 5.86794 2.86704 -1.51 2.41 -0.16 -0.097
N 0.82204 4.56839 2.68689 -0.06 -2.03 0.32 0.023
C 2.01577 4.21432 2.21220 0.85 -1.78 0.28 -0.609
C 2.34966 2.77339 2.12182 -0.79 -1.58 0.24 -0.010
O 2.89947 4.94379 1.87747 1.31 3.08 -0.76 0.050
H -0.53332 6.01634 2.29820 -0.16 0.19 -0.28 0.063
H 1.08838 6.62343 2.51782 0.26 -0.38 0.00 0.093
H 0.07878 6.14995 3.87455 0.39 -0.32 0.40 0.085
H 0.23904 3.79019 2.96005 -0.13 0.13 0.09 0.118
H 1.54646 2.23041 1.62368 0.09 -0.20 -0.29 0.058
H 2.38246 2.28516 3.09581 0.04 0.19 0.18 0.072
H 3.31245 2.63604 1.62961 -0.29 0.16 -0.07 0.090
C -0.46594 1.89352 6.85402 -0.65 -0.47 0.13 -0.045
N -1.03749 0.86919 5.92586 0.02 1.06 0.01 0.020
C -0.69659 0.79014 4.62333 3.07 1.09 -2.56 -0.491
C -1.51106 -0.18837 3.77453 -1.26 -0.08 0.51 -0.024
O 0.25412 1.45237 4.09748 -2.53 -1.58 1.68 -0.018
H 0.09063 2.71804 6.40848 0.04 -0.57 -0.67 0.080
H 0.16339 1.39444 7.59088 0.04 0.06 -0.09 0.077
H -1.27681 2.39135 7.38577 -0.17 -0.27 0.05 0.077
H -2.00049 0.58363 6.03165 0.18 0.07 0.73 0.122
H -1.26871 -1.25101 3.76199 1.20 0.18 0.00 0.069
H -1.66183 0.13367 2.74416 0.43 0.11 0.23 0.048
H -2.49363 -0.32242 4.22696 -0.49 0.51 0.08 0.065
C 2.30996 -1.55347 -5.17404 -1.20 -0.80 -0.59 -0.046
C 0.93745 -1.63121 -4.88508 1.42 0.36 0.40 -0.084
C 0.29546 -2.82373 -5.10454 -0.18 -0.90 -0.92 -0.172
N 0.83124 -3.88860 -5.70290 1.39 -0.26 0.07 0.065
C 2.16122 -3.81180 -6.04156 -2.36 0.13 0.37 -0.145
C 2.87360 -2.67605 -5.82103 0.91 1.64 0.83 -0.097
H 2.88653 -0.66628 -4.95754 0.06 0.02 -0.08 0.105
H 0.34195 -0.85235 -4.43213 0.32 0.32 0.05 0.090
H -0.74616 -2.88974 -4.82694 -0.21 -0.24 -0.04 0.096
H 2.64188 -4.65745 -6.51086 -0.30 -0.23 -0.07 0.101
H 3.91229 -2.63306 -6.11373 0.15 -0.04 0.00 0.096
C 4.59494 -4.55694 -2.59327 -0.40 -0.31 1.16 -0.089
C 4.45475 -4.52939 -1.21573 0.78 -0.64 -0.52 -0.080
C 5.58223 -4.19332 -0.46542 -1.89 -0.08 0.52 -0.187
N 6.73232 -3.80736 -0.93576 1.70 0.10 -1.43 0.057
C 6.88075 -3.77870 -2.28932 -2.15 -0.28 0.76 -0.107
C 5.79244 -4.11820 -3.11400 1.04 0.46 -0.52 -0.083
H 3.80667 -5.04001 -3.15155 -0.04 0.48 -0.56 0.104
H 3.58390 -4.94261 -0.72863 -0.12 0.16 0.06 0.095
H 5.41396 -4.27559 0.59821 0.62 0.25 0.41 0.100
H 7.82681 -3.50440 -2.73220 0.12 0.15 0.27 0.099
H 5.87567 -4.00599 -4.18492 0.28 -0.26 -0.16 0.091
C -2.21885 4.01993 0.65245 -0.74 0.08 1.35 -0.070
C -2.28846 2.96940 1.58556 0.51 -0.45 -0.36 -0.069
C -3.06700 3.01439 2.74482 -0.80 1.32 -2.05 -0.125
N -3.84107 4.10392 3.00265 0.50 -0.26 -0.29 0.042
C -3.78640 5.14256 2.15392 2.29 -1.05 0.05 -0.125
C -2.92807 5.14783 0.98533 -2.08 0.33 0.98 -0.071
H -1.69493 3.99030 -0.29149 0.30 -0.35 0.13 0.088
H -1.72546 2.08120 1.33953 0.02 -0.22 0.36 0.060
H -3.25714 2.10241 3.29120 0.26 0.15 0.51 0.091
H -4.25751 6.02606 2.55875 -0.38 0.20 -0.60 0.095
H -3.01551 5.97457 0.29594 0.21 0.24 0.06 0.096
C -0.86592 -5.62584 1.04249 -1.89 0.39 1.04 -0.064
C -2.13847 -6.10873 0.59236 0.74 2.04 1.16 -0.061
C -3.32961 -5.55105 1.16622 2.25 -1.75 -0.06 -0.162
N -3.31140 -4.83202 2.29070 0.69 0.49 -0.69 0.048
C -2.10904 -4.41854 2.74634 0.94 -0.57 -0.95 -0.148
C -0.83036 -4.72047 2.15878 -2.39 -1.09 -1.09 -0.050
H 0.00951 -5.99281 0.52736 0.25 0.13 0.19 0.088
H -2.15099 -6.82250 -0.21806 -0.28 0.07 -0.10 0.090
H -4.25010 -5.90345 0.72473 -0.47 0.35 0.31 0.098
H -2.16867 -3.80255 3.63144 0.15 0.06 0.16 0.085
H 0.07978 -4.29497 2.55500 0.00 -0.06 0.00 0.083
C 1.40514 -1.09238 -1.22024 -0.16 -0.70 -0.51 -0.086
C 0.39695 -0.18493 -1.30193 -0.38 2.13 -0.50 -0.095
C -0.12356 0.44531 -0.15484 1.27 -3.27 0.58 -0.112
N 0.22016 -0.08967 1.05281 -0.99 -0.66 -0.04 0.065
C 1.00234 -1.21272 1.13686 1.11 3.38 -2.01 -0.104
C 1.76947 -1.54759 0.00440 -1.08 -2.21 2.19 -0.070
H 1.74636 -1.63093 -2.09198 0.34 0.38 -0.26 0.099
H 0.13390 0.11955 -2.30417 -0.47 0.25 0.02 0.086
H -0.97121 1.11293 -0.20151 0.36 0.48 0.07 0.086
H 1.27955 -1.61676 2.09930 -0.49 0.04 0.27 0.099
H 2.34623 -2.45677 0.08888 0.66 0.14 -0.07 0.088
C -2.88815 -2.55927 -0.68224 1.15 1.80 -0.25 -0.150
C -4.09274 -1.74325 -0.13017 -1.23 -2.22 -0.19 -0.127
C -4.83733 -1.30239 -1.44415 1.68 1.31 -0.03 -0.151
O -3.86085 -1.47907 -2.49950 -0.09 0.06 -0.04 -0.151
C -2.59061 -1.71676 -1.92856 -0.04 -1.48 -0.17 -0.230
H -2.96722 -3.59622 -1.00872 -1.01 0.06 0.32 0.104
H -1.97952 -2.53801 -0.08055 -0.16 0.08 0.57 0.098
H -3.88411 -0.95611 0.59438 0.63 0.40 -0.67 0.100
H -4.70654 -2.39403 0.49259 -0.33 -0.24 -0.19 0.092
H -4.98613 -0.22280 -1.42286 -0.40 0.16 0.34 0.104
H -5.77051 -1.73704 -1.80241 0.15 -0.55 0.59 0.115
H -1.97119 -0.84933 -1.70055 -0.50 0.44 0.03 0.085
H -2.02742 -2.32992 -2.63209 0.10 0.14 -0.30 0.109
C -0.37187 4.78303 -2.84811 -0.84 -0.27 -0.12 -0.144
C 0.72509 5.39792 -1.99834 -0.79 1.08 -0.59 -0.189
C 1.57766 4.24954 -1.74573 3.00 -1.28 1.54 -0.214
O 0.92283 2.98839 -2.03556 0.41 1.25 0.40 -0.141
C -0.02279 3.27527 -3.05489 0.25 1.02 0.64 -0.189
H -0.39671 5.28800 -3.81376 -0.67 0.01 0.14 0.109
H -1.25708 4.91584 -2.22613 -0.61 -0.18 -0.85 0.088
H 0.41125 5.83452 -1.05020 -0.53 -0.04 -0.13 0.110
H 1.17938 6.21405 -2.56018 0.41 -0.17 0.12 0.117
H 1.93209 4.29321 -0.71590 -0.45 -0.74 0.39 0.109
H 2.55151 4.38616 -2.21590 -0.01 -0.63 -1.02 0.123
H -0.86783 2.60124 -2.91456 -0.06 0.05 -0.20 0.111
H 0.44785 3.12417 -4.02637 -0.14 -0.08 -0.25 0.113
```
Forces are in eV/Å.

Calculated values
Energy relative to the best compared isomer or geometry (same formula, charge and spin), eV: 0.000
Orbital gap, eV: 9.27
Largest force on an atom, eV/Å: 4.14
HOMO energy, Ha: -0.327

Question: Which value of largest force on an atom does entry 1 give?
Answer: 0.97 eV/Å